C13H20N5O3Os | the ωB97M-V functional and the def2-TZVPD basis

Summary:
- Total charge: +3
- HOMO level (spin up / spin down): -18.28 / -18.62 eV
- 2S+1: 5
- Molar mass: 484.56 Da

CARTESIAN COORDINATES (ANGSTROEM)
Os -0.20 -0.77 0.51
C 4.89 -2.69 1.02
N 3.92 -1.79 0.40
C 4.43 -0.93 -0.67
C 2.66 -1.74 0.81
N 1.78 -0.83 0.39
N 2.28 -2.68 1.74
C 1.01 -3.01 2.15
N 0.92 -3.97 3.05
N -0.05 -2.41 1.63
H 5.88 -2.46 0.63
H 4.69 -3.74 0.78
H 4.94 -2.56 2.11
H 5.01 -0.10 -0.26
H 3.65 -0.55 -1.31
H 5.10 -1.52 -1.29
H 2.21 -0.11 -0.19
H 3.02 -3.27 2.09
H 1.73 -4.40 3.48
H 0.03 -4.29 3.40
H -0.92 -2.80 1.97
C -1.24 5.68 -2.20
O -2.41 4.88 -2.02
C -2.44 3.67 -1.59
C -3.78 3.12 -1.50
C -3.96 1.86 -1.02
C -2.87 1.07 -0.61
C -3.11 -0.27 -0.07
C -4.45 -0.90 -0.15
O -2.19 -0.93 0.47
C -1.52 1.60 -0.74
O -0.46 0.90 -0.44
C -1.34 2.89 -1.21
H -1.50 6.69 -1.89
H -1.02 5.72 -3.27
H -0.37 5.32 -1.65
H -4.60 3.75 -1.82
H -4.96 1.47 -0.94
H -5.16 -0.38 0.50
H -4.40 -1.93 0.17
H -4.85 -0.85 -1.17
H -0.33 3.26 -1.30

Löwdin atomic charge list, values in e, 8 entries: 1.65 0.02 -0.10 0.02 -0.35 -0.06 0.19 -0.42